*w*
Computed, not measured: 2 unconnected molecules or ions with the total composition C2H8OS, with ωB97M-V with the def2-TZVPD basis set.

The geometry in XYZ format:
```
12
Properties=species:S:1:pos:R:3:nbo_charge:R:1
C 1.600 -0.957 -0.285 -0.26
O 2.002 -1.568 -1.549 -0.74
H 0.824 -0.230 -0.482 0.19
H 2.425 -0.396 0.186 0.17
H 1.268 -1.838 0.342 0.17
H 2.929 -1.809 -1.553 0.47
C -1.689 1.535 0.842 -0.70
S -2.146 0.532 -0.629 -0.06
H -0.619 1.321 1.161 0.22
H -2.452 1.422 1.446 0.20
H -1.724 2.589 0.445 0.22
H -2.416 -0.602 0.075 0.12
```

Kohn-Sham gap	9.993	eV
LUMO	0.87	eV
SMILES	CO.CS
E_HOMO	-9.12	eV

***

*x*
Computed, not measured: 2 unconnected molecules or ions with the total composition C2H8OS, with ωB97M-V with the def2-TZVPD basis set.

The geometry in XYZ format:
```
12
Properties=species:S:1:pos:R:3:nbo_charge:R:1
C 2.640 2.964 2.923 -0.65
C 2.191 2.102 1.775 -0.07
O 2.413 0.677 1.902 -0.72
H 2.167 2.685 3.888 0.21
H 3.760 2.837 3.208 0.21
H 2.363 4.039 2.882 0.23
H 2.745 2.451 0.766 0.15
H 1.109 2.232 1.668 0.16
H 2.375 0.456 0.970 0.47
S -3.534 -2.722 -3.204 -0.27
H -2.467 -3.412 -3.551 0.14
H -3.552 -3.130 -1.960 0.14
```

Kohn-Sham gap	10.728	eV
LUMO	0.88	eV
SMILES	CCO.S
E_HOMO	-9.85	eV

***

Question: which arrangement is favored energetically? Ranking from most to least stable: *x*, *w*.

***

*w*
Computed, not measured: C2H6ClN3 in the gas phase, with ωB97M-V with the def2-TZVPD basis set.

The geometry in XYZ format:
```
12
Properties=species:S:1:pos:R:3:nbo_charge:R:1
H 1.295 0.982 -1.611 0.38
N 0.523 0.188 -1.882 -0.65
C 0.347 -0.277 -0.673 0.34
C -0.958 -0.987 -0.363 -0.41
Cl -1.724 -0.058 1.086 -0.09
N 1.389 -0.208 0.316 -0.46
N 2.129 1.124 -0.067 -0.72
H -0.744 -2.062 -0.035 0.22
H -1.462 -1.340 -1.293 0.27
H 0.982 0.010 1.263 0.37
H 3.101 1.248 0.415 0.39
H 1.507 2.002 0.432 0.35
```

Kohn-Sham gap	10.037	eV
LUMO	0.48	eV
SMILES	[H]/N=C(/CCl)NN
E_HOMO	-9.56	eV

***

*x*
Computed, not measured: a molecular structure, C2H6ClN3, with ωB97M-V with the def2-TZVPD basis set.

The geometry in XYZ format:
```
12
Properties=species:S:1:pos:R:3:nbo_charge:R:1
C -0.226 -0.780 -0.195 0.38
C 1.020 -1.029 0.495 -0.45
H 0.424 2.257 -1.084 0.35
H -0.344 2.503 0.459 0.36
H -1.828 0.823 -0.392 0.33
H -2.043 -1.177 -0.486 0.33
H 1.048 -0.864 1.753 0.26
H 0.900 -2.142 0.596 0.26
N 0.262 1.811 -0.020 -0.62
N -0.563 0.576 -0.161 -0.48
N -1.075 -1.675 -0.543 -0.68
Cl 2.425 -0.303 -0.421 -0.04
```

Kohn-Sham gap	9.374	eV
LUMO	0.46	eV
E_HOMO	-8.91	eV

***

Question: which arrangement is favored energetically? Ranking from most to least stable: *w*, *x*.

***

*w*
Computed, not measured: 4 unconnected molecules or ions with the total composition C3H16NO3, with ωB97M-V with the def2-TZVPD basis set.

The geometry in XYZ format:
```
23
Properties=species:S:1:pos:R:3:nbo_charge:R:1
C -1.821 -1.937 -1.378 -0.66
C -1.662 -0.611 -0.633 -0.22
N -0.243 -0.258 -0.274 -0.52
C 0.415 -1.285 0.562 -0.46
H -0.940 -2.559 -1.500 0.24
H -2.705 -2.437 -0.981 0.25
H -2.185 -1.708 -2.385 0.24
H -2.112 0.193 -1.208 0.23
H -2.216 -0.546 0.307 0.22
H -0.309 0.598 0.287 0.46
H 0.235 0.059 -1.116 0.47
H 1.475 -1.362 0.362 0.24
H -0.105 -2.235 0.519 0.23
H 0.323 -0.999 1.613 0.26
H 0.886 3.141 0.649 0.50
H 1.855 2.010 0.899 0.49
O 1.051 2.225 0.395 -0.98
H 1.730 1.830 -1.971 0.49
H 1.392 1.444 -3.349 0.49
O 1.479 1.036 -2.469 -0.96
H -0.337 0.410 4.217 0.49
H 1.066 0.088 3.742 0.48
O 0.152 0.138 3.431 -0.96
```

Kohn-Sham gap	12.362	eV
LUMO	-2.83	eV
charge	+1
E_HOMO	-15.19	eV

***

*x*
Computed, not measured: 4 unconnected molecules or ions with the total composition C3H16NO3, with ωB97M-V with the def2-TZVPD basis set.

The geometry in XYZ format:
```
23
Properties=species:S:1:pos:R:3:nbo_charge:R:1
C 1.308 1.730 -2.248 -0.64
C 1.212 0.920 -0.856 0.00
C 1.145 1.800 0.342 -0.69
N -0.061 -0.057 -0.926 -0.69
H 0.435 1.771 -2.880 0.23
H 1.700 2.753 -2.084 0.25
H 2.040 1.145 -2.803 0.23
H 1.845 0.090 -1.087 0.22
H 2.045 2.434 0.406 0.27
H 0.998 1.469 1.363 0.26
H 0.433 2.626 0.174 0.23
H 0.170 -0.883 -1.463 0.44
H -0.332 -0.399 -0.006 0.45
H -0.868 0.456 -1.303 0.44
H 2.051 0.139 3.520 0.48
H 0.973 -0.500 2.775 0.46
O 1.931 -0.374 2.707 -0.93
H -3.450 -0.083 1.870 0.48
H -3.916 -0.716 0.644 0.48
O -3.084 -0.447 1.054 -0.95
H -1.245 -3.694 -0.372 0.49
H -1.985 -2.893 -1.465 0.48
O -1.621 -2.831 -0.577 -0.96
```

Kohn-Sham gap	11.625	eV
LUMO	-3.05	eV
charge	+1
E_HOMO	-14.68	eV

***

Question: which arrangement is favored energetically? Ranking from most to least stable: *w*, *x*.

***

*w*
Computed, not measured: a gas-phase ion, C2H8N3O (charge +1), with ωB97M-V with the def2-TZVPD basis set.

The geometry in XYZ format:
```
14
Properties=species:S:1:pos:R:3:nbo_charge:R:1
N 0.309 -2.074 0.080 -0.65
N 0.209 -0.950 -0.732 -0.48
C -0.404 0.202 -0.252 0.59
N 0.485 0.885 1.135 -0.80
C -1.246 1.283 -0.796 -0.09
O -1.597 0.360 0.182 -0.43
H 0.964 -2.736 -0.277 0.39
H -0.609 -2.603 0.009 0.36
H 0.293 -1.092 -1.728 0.41
H 0.394 0.033 1.663 0.43
H 1.427 1.230 1.209 0.43
H -0.112 1.487 1.615 0.41
H -1.144 2.258 -0.367 0.20
H -1.750 1.222 -1.740 0.23
```

Kohn-Sham gap	11.023	eV
LUMO	-3.13	eV
SMILES	NN[C@@]1([NH3+])CO1
charge	+1
E_HOMO	-14.16	eV

***

*x*
Computed, not measured: a gas-phase ion, C2H8N3O (charge +1), with ωB97M-V with the def2-TZVPD basis set.

The geometry in XYZ format:
```
14
Properties=species:S:1:pos:R:3:nbo_charge:R:1
C 0.750 -1.467 -0.730 -0.60
C -0.115 -0.173 -0.649 0.05
N -1.147 -0.036 0.472 -0.36
N -0.633 0.712 1.479 -0.37
N 0.652 1.122 -0.459 -0.10
O 0.063 2.017 0.217 -0.21
H 1.259 -1.636 0.133 0.22
H 1.324 -1.305 -1.547 0.24
H 0.049 -2.141 -1.074 0.25
H -0.576 0.002 -1.553 0.24
H -2.072 0.211 0.167 0.42
H -1.343 1.332 1.823 0.43
H 0.143 0.408 2.075 0.43
H 1.647 0.956 -0.356 0.36
```

Kohn-Sham gap (spin up / spin down)	8.585 / 9.009	eV
LUMO (spin up / spin down)	-5.82 / -5.48	eV
SMILES	C[C@@H](NN)[NH+]=O
charge	+1
E_HOMO (spin up / spin down)	-14.40 / -14.49	eV

***

*y*
Computed, not measured: a gas-phase ion, C2H8N3O (charge +1), with ωB97M-V with the def2-TZVPD basis set.

The geometry in XYZ format:
```
14
Properties=species:S:1:pos:R:3:nbo_charge:R:1
C -0.373 2.136 -0.458 -0.48
N -0.707 0.832 -0.113 -0.45
N 0.281 -0.172 -0.199 -0.41
C 0.331 -1.266 0.573 0.79
N 1.054 -2.276 0.168 -0.75
O -0.493 -1.548 1.582 -0.60
H 0.298 2.757 0.221 0.23
H 0.020 2.516 -1.508 0.21
H -1.282 2.729 -0.278 0.25
H -1.503 0.558 -0.634 0.38
H 0.995 -0.029 -0.871 0.41
H 1.469 -2.310 -0.808 0.44
H 1.045 -3.165 0.660 0.45
H -1.135 -0.761 1.666 0.54
```

Kohn-Sham gap	10.716	eV
LUMO	-3.50	eV
SMILES	CN/[NH+]=C(/N)O
charge	+1
E_HOMO	-14.22	eV

***

Question: which arrangement is favored energetically? Ranking from most to least stable: *y*, *w*, *x*.

***

*w*
Computed, not measured: CH2BrNO4 in the gas phase, with ωB97M-V with the def2-TZVPD basis set.

The geometry in XYZ format:
```
9
Properties=species:S:1:pos:R:3:nbo_charge:R:1
O -0.210 -1.597 1.115 -0.37
N 0.137 -1.165 0.013 0.46
O 0.711 -1.760 -0.892 -0.30
C -0.033 0.288 -0.119 0.63
O -0.763 0.865 0.900 -0.70
O -0.446 0.472 -1.344 -0.63
Br 1.852 1.208 0.058 -0.11
H -0.959 0.327 1.677 0.53
H -0.288 1.363 -1.408 0.49
```

Kohn-Sham gap	9.483	eV
LUMO	-1.36	eV
SMILES	O=[N+]([O-])C(O)(O)Br
E_HOMO	-10.85	eV

***

*x*
Computed, not measured: CH2BrNO4 in the gas phase, with ωB97M-V with the def2-TZVPD basis set.

The geometry in XYZ format:
```
9
Properties=species:S:1:pos:R:3:nbo_charge:R:1
O 0.906 1.802 -0.156 -0.37
N -0.053 1.148 0.164 0.48
O -1.032 1.509 0.745 -0.33
C 0.006 -0.374 -0.171 0.61
O 0.838 -0.594 -1.169 -0.66
O -1.358 -0.888 -0.393 -0.68
Br 0.756 -1.167 1.605 -0.09
H 1.692 -0.264 -1.038 0.52
H -1.755 -1.171 0.411 0.50
```

Kohn-Sham gap	10.466	eV
LUMO	-0.80	eV
SMILES	O=[N+]([O-])C(O)(O)Br
E_HOMO	-11.26	eV

***

Question: which arrangement is favored energetically? Ranking from most to least stable: *x*, *w*.

***

*w*
Computed, not measured: 3 unconnected molecules or ions with the total composition C6H18N2O2, with ωB97M-V with the def2-TZVPD basis set.

The geometry in XYZ format:
```
28
Properties=species:S:1:pos:R:3:nbo_charge:R:1
N 1.752 0.297 2.445 -0.82
C 2.225 -0.708 1.497 -0.22
C 1.041 -1.202 0.597 -0.23
N 0.183 -0.097 0.190 -0.48
C -1.238 -0.335 0.643 -0.22
C -2.073 0.469 -0.312 -0.44
C -1.394 0.248 -1.651 -0.42
C 0.065 0.322 -1.222 -0.23
H 1.086 -0.069 3.117 0.34
H 1.214 0.946 1.880 0.35
H 3.107 -0.326 0.993 0.19
H 2.453 -1.609 2.073 0.18
H 1.358 -1.805 -0.263 0.19
H 0.503 -1.880 1.265 0.18
H -1.368 -1.418 0.457 0.16
H -1.432 -0.288 1.716 0.21
H -3.139 0.246 -0.173 0.22
H -2.160 1.533 -0.050 0.21
H -1.634 1.022 -2.378 0.22
H -1.713 -0.728 -2.016 0.19
H 0.744 -0.243 -1.865 0.22
H 0.446 1.349 -1.253 0.19
O 0.037 -2.102 -3.481 -0.93
H -0.579 -1.378 -3.636 0.47
H -0.425 -2.689 -2.877 0.47
O -0.430 3.018 1.695 -0.94
H -0.328 2.093 1.433 0.47
H -0.375 3.561 0.900 0.47
```

Kohn-Sham gap	9.263	eV
LUMO	0.59	eV
SMILES	NCCN1CCCC1.O.O
E_HOMO	-8.68	eV

***

*x*
Computed, not measured: a molecular structure, C6H18N2O2, with ωB97M-V with the def2-TZVPD basis set.

The geometry in XYZ format:
```
28
Properties=species:S:1:pos:R:3:nbo_charge:R:1
C 1.322 -0.306 -1.047 0.27
C 0.783 1.852 -2.140 -0.41
C 2.682 -0.088 -0.379 -0.64
N 0.498 0.926 -1.049 -0.67
O 0.644 -1.358 -0.431 -0.85
H 0.037 -0.992 0.651 0.39
H 0.619 1.402 -0.160 0.36
H 1.479 -0.556 -2.106 0.14
H 0.153 2.737 -2.037 0.20
H 1.830 2.186 -2.188 0.17
H 0.537 1.378 -3.092 0.19
H 2.535 0.143 0.679 0.20
H 3.235 0.732 -0.844 0.20
H 3.281 -0.997 -0.446 0.22
C -2.091 -0.606 -0.122 0.55
C -0.571 -0.728 1.880 -0.81
C -0.586 0.730 2.323 -0.61
N -1.863 -1.716 -0.796 -0.79
O -3.213 -0.348 0.540 -0.63
H -3.711 -1.153 0.738 0.49
H -1.490 0.259 -0.385 0.25
H -0.763 -1.808 -0.924 0.48
H -2.387 -2.550 -0.565 0.38
H 0.265 -1.258 2.357 0.21
H -1.466 -1.251 2.229 0.17
H -1.402 1.288 1.853 0.19
H 0.350 1.232 2.057 0.19
H -0.707 0.852 3.405 0.20
```

Kohn-Sham gap	7.685	eV
LUMO	0.30	eV
E_HOMO	-7.38	eV

***

Question: which arrangement is favored energetically? Ranking from most to least stable: *w*, *x*.